(1)
The molecule C17H25N3O at a distorted geometry, computed with ωB97M-V with the def2-TZVPD basis set.

- spin multiplicity = 1
- ΔE to the lowest compared entry with this formula, charge and spin (kcal per mole) = 55.8
- HOMO level (eV) = -9.459
- Kohn-Sham gap (eV) = 10.12

CARTESIAN COORDINATES (ANGSTROEM)
1 C 0.7360 -1.6540 -4.1306
2 C -0.0419 -0.5918 -3.7048
3 C -1.5782 -0.5921 -3.6054
4 N -1.8503 -0.6031 -2.1638
5 C -2.1387 -1.9098 -1.5241
6 C -3.5558 -1.9967 -1.1907
7 N -4.6555 -2.1209 -0.8521
8 C -1.6185 0.5822 -1.4021
9 O -1.2662 1.5824 -1.9725
10 C -1.6294 0.6758 0.1548
11 N -2.5051 -0.2700 0.8887
12 C -0.2229 0.6220 0.8417
13 C -0.3295 0.9395 2.3605
14 C 1.0590 0.9046 3.0549
15 C 1.7516 -0.4445 2.8370
16 C 1.8957 -0.7444 1.3340
17 C 2.7561 0.3249 0.6718
18 C 2.1189 1.6957 0.9058
19 C 1.9135 1.9761 2.4130
20 C 0.7331 1.6667 0.2269
21 C 0.4628 -0.7538 0.7286
22 H 0.2736 -2.5907 -4.3694
23 H 1.8323 -1.5521 -4.1346
24 H 0.4591 0.3265 -3.5283
25 H -2.0312 -1.4753 -4.0846
26 H -2.0220 0.2976 -4.0662
27 H -1.8892 -2.7502 -2.2162
28 H -1.5299 -2.0995 -0.6488
29 H -2.0602 1.6585 0.3472
30 H -2.4231 -0.0456 1.8722
31 H -3.4902 -0.2407 0.5944
32 H -0.8273 1.8873 2.5457
33 H -0.9301 0.1904 2.9056
34 H 0.9518 1.0483 4.1099
35 H 1.1334 -1.2624 3.2943
36 H 2.7502 -0.4148 3.2563
37 H 2.4157 -1.7089 1.2183
38 H 3.7753 0.2958 1.1003
39 H 2.8045 0.1297 -0.3731
40 H 2.7194 2.4938 0.4647
41 H 2.8368 2.0211 2.9240
42 H 1.4621 2.9559 2.5453
43 H 0.9666 1.3982 -0.7829
44 H 0.2849 2.6695 0.3016
45 H 0.6118 -0.9920 -0.3408
46 H -0.1090 -1.5293 1.1939

---

(2)
A cluster of 4 separate species, C16H24O12 in total at a distorted geometry, computed with ωB97M-V with the def2-TZVPD basis set.

- spin multiplicity = 1
- ΔE to the lowest compared entry with this formula, charge and spin (kcal per mole) = 1.4
- HOMO level (eV) = -11.034
- Kohn-Sham gap (eV) = 11.49

CARTESIAN COORDINATES (ANGSTROEM)
1 C -0.6869 6.0813 -1.0932
2 C -2.0250 5.4801 -1.5756
3 C -1.8577 4.0866 -2.2002
4 O -2.5126 3.2281 -1.2705
5 C -2.9962 3.9211 -0.2176
6 O -3.4970 3.4242 0.7306
7 O -2.8336 5.2471 -0.4138
8 H -0.2785 5.3943 -0.3508
9 H -0.9056 7.0330 -0.6084
10 H -0.0064 6.2867 -1.9171
11 H -2.4987 6.2546 -2.1768
12 H -0.8082 3.8146 -2.2894
13 H -2.3549 4.0015 -3.1648
14 C -0.1399 0.8781 0.1662
15 C 0.9675 1.2315 -0.7820
16 C 2.3641 0.6289 -0.5130
17 O 2.6421 -0.1348 -1.6773
18 C 1.6824 0.0674 -2.6186
19 O 1.7617 -0.3427 -3.7296
20 O 0.6433 0.7317 -2.0889
21 H -0.3575 -0.1910 0.1996
22 H -1.0632 1.3623 -0.1544
23 H 0.0954 1.1709 1.1910
24 H 1.0657 2.3175 -0.8526
25 H 2.3749 -0.0159 0.3638
26 H 3.0745 1.4384 -0.3560
27 C -0.0083 -2.2342 -1.5437
28 C -0.0263 -3.7151 -1.8706
29 C 1.3434 -4.3516 -2.0875
30 O 1.6929 -4.8071 -0.7765
31 C 0.5532 -5.0325 -0.0770
32 O 0.5126 -5.5421 0.9906
33 O -0.4909 -4.4621 -0.7205
34 H -0.6627 -2.0663 -0.6836
35 H -0.3862 -1.6180 -2.3554
36 H 0.9750 -1.9099 -1.1966
37 H -0.6633 -3.9870 -2.7095
38 H 2.1216 -3.6656 -2.4168
39 H 1.3275 -5.2044 -2.7688
40 C -1.1216 -1.9007 4.5682
41 C 0.1862 -2.3067 3.9474
42 C 0.2065 -2.4693 2.4027
43 O 1.2431 -1.6142 1.9676
44 C 1.7599 -0.9140 3.0011
45 O 2.6280 -0.1132 2.8675
46 O 1.1714 -1.2525 4.1591
47 H -1.9602 -2.3295 4.0054
48 H -1.3131 -0.8286 4.4928
49 H -1.2267 -2.2016 5.6070
50 H 0.6152 -3.1895 4.4169
51 H -0.7259 -2.1511 1.9376
52 H 0.3991 -3.5286 2.2418